[1]
ORCA calculation (ωB97M-V/def2-TZVPD) on a single C5H9NS2 molecule in a non-equilibrium geometry.

```
! RIJCOSX wB97M-V def2-TZVPD def2/J DEFGRID3
* xyz 0 1
C -1.6672 -0.0465 -1.3139
C -0.9808 -0.2530 1.1889
C 0.1863 -0.0775 0.3080
C 1.3910 -0.8372 0.7626
C 0.2976 1.4193 -0.0360
H -1.0831 0.3468 -2.2439
H -2.5361 -0.7074 -1.7284
H -2.0322 0.9816 -0.8837
H -1.5070 0.5794 1.6033
H -0.9241 -1.0843 1.9844
H 0.8672 -1.7777 0.9255
H 1.9240 -0.3875 1.6204
H 3.1262 -0.0957 -0.8514
H -0.5910 1.9100 -0.5293
N -0.9711 -0.7846 -0.2120
S 2.6462 -1.2955 -0.5295
S 1.8541 2.1098 -0.0649
*
```

SMILES: CN1C[C@@]1(C=S)CS
Relative energy (zero: lowest compared OMol25 entry of this formula, charge and spin) in kcal/mol: 82.4
E_LUMO in eV: -0.75
Frontier orbital gap in eV: 8.1

[2]
ORCA calculation (ωB97M-V/def2-TZVPD) on a gas-phase ion, C5H9O (charge +1) in a non-equilibrium geometry.

```
! RIJCOSX wB97M-V def2-TZVPD def2/J DEFGRID3
* xyz 1 1
C 1.2899 -0.3477 -0.4924
C 0.3411 0.3726 -1.0945
C 1.1403 -0.9128 0.8628
C 0.5811 0.0412 1.7546
C -1.9044 0.6814 -0.8522
O -0.6832 0.7677 -0.2479
H 2.2553 -0.6704 -1.0693
H 0.2549 0.7624 -2.1228
H 0.6984 -1.8964 1.0581
H 2.2564 -1.1258 1.1424
H -0.3769 -0.1582 2.2537
H 1.0605 0.8786 1.9820
H -2.5580 1.5514 -0.6828
H -1.8529 0.3306 -1.9554
H -2.5024 -0.2747 -0.5363
*
```

Relative energy (zero: lowest compared OMol25 entry of this formula, charge and spin) in kcal/mol: 68.6
E_LUMO in eV: -6.88
Frontier orbital gap in eV: 7.3

[3]
ORCA calculation (ωB97M-V/def2-TZVPD) on a single C5H9O5 molecule in a non-equilibrium geometry.

```
! RIJCOSX wB97M-V def2-TZVPD def2/J DEFGRID3
* xyz 0 2
H 2.0238 1.2212 2.8374
O 0.8407 0.5378 2.5748
C 1.3825 0.1370 1.4106
C 0.4305 0.1827 0.2420
C 0.1582 -0.9432 -0.4591
C -0.8306 -1.0292 -1.5811
O -1.9902 -1.6072 -0.9420
O -2.9896 -1.6035 -2.0380
C -0.2396 1.5000 -0.0759
O 2.5096 0.9443 0.9847
O 2.8378 1.4880 2.2167
H 1.7434 -0.9045 1.4885
H 0.6591 -1.8869 -0.2401
H -1.0734 -0.0403 -2.0479
H -0.4955 -1.7622 -2.3575
H -3.7623 -1.7085 -1.5257
H 0.0608 2.2411 0.6780
H 0.0754 1.8427 -1.0788
H -1.3404 1.3907 -0.0867
*
```

Relative energy (zero: lowest compared OMol25 entry of this formula, charge and spin) in kcal/mol: 97.7
<S²>: 0.7565
E_LUMO (alpha / beta) in eV: 0.74 / -3.10
Frontier orbital gap (alpha / beta) in eV: 10.8 / 6.7

[4]
ORCA calculation (ωB97M-V/def2-TZVPD) on a single C5H9OP molecule in a non-equilibrium geometry.

```
! RIJCOSX wB97M-V def2-TZVPD def2/J DEFGRID3
* xyz 0 1
C 0.1389 -0.8837 -0.3469
C 1.5770 -0.7000 -0.8366
C 0.1680 1.5750 0.4268
C -0.5796 0.4113 0.0037
C -2.0209 0.2401 0.4327
O -0.2928 1.5227 -0.8563
P 2.7127 0.0922 0.4059
H -0.4311 -1.3949 -1.1292
H 0.1344 -1.5228 0.5405
H 1.9784 -1.6729 -1.1434
H 1.5881 -0.0611 -1.7243
H -0.0159 2.3919 1.0929
H -2.5286 1.2016 0.4083
H -2.0603 -0.1485 1.4491
H -2.5465 -0.4451 -0.2292
H 2.1781 -0.6057 1.5061
*
```

Relative energy (zero: lowest compared OMol25 entry of this formula, charge and spin) in kcal/mol: 83.1
E_LUMO (alpha / beta) in eV: -0.31 / 0.31
Frontier orbital gap (alpha / beta) in eV: 7.9 / 8.2

[5]
ORCA calculation (ωB97M-V/def2-TZVPD) on 2 unconnected molecules or ions with the total composition C5H9OP in a non-equilibrium geometry.

```
! RIJCOSX wB97M-V def2-TZVPD def2/J DEFGRID3
* xyz 0 1
C 3.7792 -0.3422 -0.2354
C 2.6034 -0.1926 -0.2403
C -2.5825 0.0374 -0.3220
C -0.6120 -1.0720 0.2492
C 0.2873 0.0164 0.5528
O -1.6056 -0.8605 -0.7371
P 0.5576 1.2683 -0.6859
H 4.8773 -0.3348 -0.1602
H -2.5822 0.8460 -1.1304
H -2.2741 0.3734 0.6997
H -3.5234 -0.4642 -0.3087
H -0.9622 -1.4549 1.2565
H 0.1238 -1.9198 -0.1067
H 0.9935 -0.0363 1.3708
H 1.4124 2.1084 0.0475
H -0.4925 2.0273 -0.2497
*
```

Relative energy (zero: lowest compared OMol25 entry of this formula, charge and spin) in kcal/mol: 178.1
E_LUMO (alpha / beta) in eV: -1.44 / -1.44
Frontier orbital gap (alpha / beta) in eV: 7.3 / 7.3

[6]
ORCA calculation (ωB97M-V/def2-TZVPD) on a single C5H9P molecule in a non-equilibrium geometry.

```
! RIJCOSX wB97M-V def2-TZVPD def2/J DEFGRID3
* xyz 0 1
C -1.4247 -0.7938 0.6223
C -1.3316 1.3630 -1.3090
C -2.1413 -1.3601 1.5858
C 1.3518 -1.2140 0.1575
C 0.9924 0.3199 -0.1983
P -0.7300 0.6639 0.0680
H -2.2686 1.8730 -1.6342
H -0.5133 1.4633 -2.0448
H -2.2081 -2.4730 1.5477
H -2.9386 -1.0506 2.2223
H 2.3306 -1.6085 -0.1684
H 1.1821 -1.3242 1.2161
H 0.4770 -1.7174 -0.3392
H 1.1428 0.5551 -1.2514
H 1.6228 1.0599 0.3658
*
```

SMILES: C=C=P(=C)CC
Relative energy (zero: lowest compared OMol25 entry of this formula, charge and spin) in kcal/mol: 81.4
E_LUMO (alpha / beta) in eV: -0.22 / -0.25
Frontier orbital gap (alpha / beta) in eV: 7.2 / 7.2

What is the relative energy (zero: lowest compared OMol25 entry of this formula, charge and spin) in the second record? 68.6 kcal/mol